Entry 1:
{"formula": "C11H27Li2N3O7", "method": "the ωB97M-V functional and the def2-TZVPD basis", "gap_ha": 0.0737, "charge": -2, "e_tot_ev": -31043.93763, "fmax_ev_per_a": 15.0, "elements": ["Li", "Li", "O", "C", "C", "O", "H", "H", "H", "H", "O", "C", "C", "O", "H", "H", "H", "H", "C", "O", "N", "N", "H", "H", "H", "H", "C", "O", "C", "C", "N", "C", "C", "O", "C", "H", "H", "H", "H", "H", "H", "H", "H", "H", "H", "H", "H", "H", "H", "H"], "positions_angstrom": [[-6.3063, 3.6162, -20.3012], [-5.7710, 1.6230, -20.8538], [-7.0226, 1.9507, -20.7686], [-8.1956, 2.7419, -20.6545], [-8.2463, 4.2136, -21.2502], [-7.1445, 5.0824, -20.9730], [-8.3799, 2.7742, -19.5806], [-8.9888, 2.1123, -21.0577], [-9.1787, 4.6758, -20.9260], [-8.3380, 4.0952, -22.3299], [-4.9304, 2.5735, -20.4006], [-4.6764, 3.3847, -21.5567], [-4.1460, 4.8678, -21.4223], [-5.0628, 5.8411, -20.9624], [-5.6362, 3.3139, -22.0684], [-4.0706, 2.7374, -22.1908], [-3.6489, 5.1913, -22.3367], [-3.3687, 4.9564, -20.6633], [-7.8566, 1.7940, -23.8866], [-8.0289, 1.4636, -25.0131], [-8.6533, 1.4820, -22.9209], [-6.7678, 2.4761, -23.4508], [-9.4214, 0.8909, -23.2048], [-8.4376, 1.5561, -21.9370], [-6.7451, 2.5612, -22.4446], [-6.1287, 2.9216, -24.0937], [-5.2059, -0.7475, -26.2983], [-5.5582, 0.0016, -25.1601], [-4.6977, -0.1932, -23.9936], [-4.8233, 0.9183, -22.9433], [-5.7267, 0.5217, -21.8671], [-5.0224, -0.4209, -20.8905], [-5.7866, -0.3986, -19.5290], [-5.5425, 0.8535, -18.9906], [-6.1254, 0.9641, -17.7428], [-4.1888, -0.6275, -26.6714], [-5.9093, -0.5463, -27.1063], [-5.2803, -1.7988, -26.0204], [-3.7421, -0.1322, -24.5144], [-4.9789, -1.2040, -23.6980], [-5.4338, 1.7079, -23.3813], [-3.8248, 1.2935, -22.7189], [-6.4657, -0.0041, -22.3114], [-3.9645, -0.1780, -20.7909], [-5.2055, -1.4242, -21.2752], [-5.4413, -1.2297, -18.9141], [-6.8247, -0.5696, -19.8143], [-5.9631, 1.9336, -17.2718], [-5.6623, 0.2782, -17.0335], [-7.2070, 0.8338, -17.7093]], "forces_ev_per_angstrom": [[0.241, 1.776, 0.758], [3.439, -5.031, 1.027], [-14.221, 4.919, 0.006], [-0.010, -0.263, 1.907], [1.558, 0.773, -0.030], [-3.409, -2.796, 0.174], [-0.527, 0.512, 0.630], [-1.521, 1.304, 1.407], [-0.895, -0.209, 0.428], [-0.276, -0.129, -0.596], [9.674, 8.584, 2.705], [0.777, -0.266, 0.631], [-1.981, 1.594, 1.969], [2.581, -0.745, -0.834], [0.798, 1.859, -0.154], [0.932, 1.416, -0.076], [0.199, -0.250, -1.244], [1.114, -1.178, 0.335], [3.128, 1.661, 0.325], [-1.036, -0.780, -4.428], [-3.415, -2.525, 1.373], [-2.157, 1.049, -1.477], [0.125, 0.120, 0.120], [0.742, -0.532, -1.105], [-0.023, 0.371, 0.096], [-0.718, 0.326, 0.189], [-0.452, -0.410, 1.132], [-0.345, 1.020, -0.222], [0.037, 0.371, -2.285], [0.060, -2.461, -1.779], [3.904, -6.386, -3.192], [-1.955, -0.245, -0.275], [1.206, 0.058, -2.076], [-0.241, -1.186, 1.523], [-0.074, 0.649, 1.214], [0.380, 0.525, 0.105], [-0.062, 0.187, 0.189], [-0.077, -0.581, -0.246], [0.842, -0.519, 0.753], [0.590, -0.286, 0.712], [1.632, -0.889, -0.386], [-0.361, -0.668, 0.684], [-0.324, 0.155, 0.130], [-0.195, 0.091, -0.010], [0.661, -0.459, -0.024], [0.151, -0.140, 0.425], [-0.511, 0.171, 0.386], [0.285, 0.357, -0.645], [0.011, -0.602, 0.163], [-0.283, -0.311, -0.410]], "nbo_charge": [0.845, 0.786, -1.020, -0.137, -0.132, -0.912, 0.133, 0.102, 0.103, 0.115, -1.051, -0.150, -0.092, -0.918, 0.124, 0.111, 0.070, 0.107, 0.769, -0.718, -0.844, -0.928, 0.368, 0.418, 0.472, 0.411, -0.236, -0.553, -0.073, -0.318, -0.656, -0.247, -0.072, -0.488, -0.236, 0.143, 0.191, 0.139, 0.153, 0.148, 0.289, 0.220, 0.370, 0.219, 0.161, 0.146, 0.170, 0.200, 0.135, 0.160]}

Entry 2:
{"formula": "C11H27NO6", "method": "the ωB97M-V functional and the def2-TZVPD basis", "gap_ha": 0.3666, "e_tot_ev": -25617.43082, "fmax_ev_per_a": 0.6, "elements": ["C", "C", "O", "C", "N", "O", "H", "H", "H", "H", "H", "H", "H", "C", "O", "C", "C", "O", "C", "H", "H", "H", "H", "H", "H", "H", "H", "H", "H", "C", "O", "C", "C", "O", "C", "H", "H", "H", "H", "H", "H", "H", "H", "H", "H"], "positions_angstrom": [[3.7645, 2.8291, -1.2757], [3.0282, 4.0779, -1.7263], [1.7052, 3.7760, -2.1918], [0.7999, 3.5288, -1.2100], [-0.1167, 2.4917, -1.5407], [0.7500, 4.1467, -0.1899], [3.6688, 2.6577, -0.2074], [3.4136, 1.9545, -1.8156], [4.8237, 2.9490, -1.4868], [2.9779, 4.8154, -0.9311], [3.5380, 4.5355, -2.5660], [-0.1691, 2.4689, -2.5564], [0.3590, 1.6235, -1.3016], [-2.9879, -0.0245, -2.4313], [-1.6718, -0.4853, -2.1841], [-1.5744, -1.3533, -1.0666], [-1.4763, -2.8038, -1.4818], [-2.6617, -3.2567, -2.1118], [-2.5731, -3.3055, -3.5229], [-2.9826, 0.4663, -3.4030], [-3.7044, -0.8491, -2.4516], [-3.2930, 0.7026, -1.6718], [-2.4309, -1.2142, -0.3994], [-0.6688, -1.0836, -0.5125], [-1.3218, -3.4167, -0.5885], [-0.6141, -2.9435, -2.1420], [-1.9278, -4.1301, -3.8452], [-2.1902, -2.3689, -3.9354], [-3.5778, -3.4776, -3.9048], [0.7456, 1.0507, 2.7099], [1.3656, -0.1933, 2.4300], [1.8587, -0.8561, 3.5807], [0.9337, -1.9655, 4.0295], [-0.3162, -1.4677, 4.4730], [-1.3489, -1.5855, 3.5132], [0.2273, 1.3708, 1.8072], [0.0225, 0.9687, 3.5242], [1.4942, 1.8081, 2.9648], [2.0093, -0.1438, 4.3979], [2.8309, -1.2889, 3.3246], [1.3954, -2.4952, 4.8683], [0.7918, -2.6816, 3.2132], [-1.6552, -2.6310, 3.3956], [-1.0428, -1.1896, 2.5415], [-2.1980, -1.0108, 3.8784]], "forces_ev_per_angstrom": [[0.097, 0.139, 0.075], [0.165, 0.352, -0.015], [-0.027, -0.480, -0.011], [-0.392, 0.226, -0.003], [0.389, 0.291, -0.427], [0.320, -0.136, 0.386], [-0.168, -0.095, 0.095], [-0.028, -0.088, -0.105], [0.149, -0.043, 0.009], [-0.084, 0.087, 0.093], [-0.089, 0.014, -0.224], [-0.072, -0.178, -0.022], [-0.323, -0.162, 0.185], [0.017, 0.046, 0.015], [0.029, -0.067, -0.040], [0.094, 0.122, 0.014], [-0.056, -0.091, 0.027], [-0.013, 0.055, -0.021], [-0.013, -0.010, 0.013], [0.016, 0.016, 0.003], [-0.004, -0.004, -0.001], [-0.017, -0.014, 0.009], [-0.013, -0.006, 0.006], [-0.009, -0.013, 0.026], [0.018, 0.009, 0.001], [0.014, 0.005, -0.005], [0.023, 0.022, -0.013], [0.005, 0.000, -0.008], [-0.006, -0.025, 0.012], [0.027, 0.044, -0.073], [-0.076, -0.003, -0.029], [0.053, 0.000, -0.086], [-0.042, -0.029, 0.097], [0.000, 0.042, -0.042], [0.001, 0.002, 0.021], [0.017, 0.003, -0.014], [0.006, -0.010, 0.013], [-0.021, 0.005, 0.048], [-0.006, 0.002, 0.015], [0.003, 0.001, 0.015], [0.008, -0.004, -0.010], [0.008, -0.009, -0.013], [0.011, -0.001, -0.032], [-0.004, -0.001, -0.009], [-0.006, -0.013, 0.023]], "nbo_charge": [-0.647, -0.074, -0.537, 0.890, -0.865, -0.572, 0.217, 0.217, 0.220, 0.201, 0.189, 0.376, 0.385, -0.254, -0.559, -0.089, -0.088, -0.550, -0.253, 0.189, 0.179, 0.175, 0.176, 0.183, 0.184, 0.172, 0.166, 0.177, 0.191, -0.256, -0.557, -0.087, -0.087, -0.550, -0.253, 0.195, 0.179, 0.170, 0.175, 0.182, 0.184, 0.171, 0.166, 0.176, 0.193]}